Computed, not measured: a molecular structure, C50H43N2O3P2RuS2Si, with ωB97M-V/def2-TZVPD.

```
104
Properties=species:S:1:pos:R:3:forces:R:3
Ru -0.45972 -0.00770 -0.10309 0.1 0.1 -0.5
S 0.49870 2.73569 0.42644 0.0 0.0 0.0
P 2.12660 1.67092 0.02814 0.0 0.0 0.1
C 1.58277 0.06312 -0.28223 -0.1 0.0 0.2
P 2.28172 -1.50411 -0.27649 0.1 -0.1 0.1
S 0.75255 -2.78766 -0.14065 0.1 0.0 0.0
C 3.23531 -1.83514 -1.78135 0.0 0.0 0.0
C 4.13373 -2.89920 -1.83976 0.0 0.0 0.0
C 4.81127 -3.16927 -3.01698 0.0 0.0 0.0
C 4.59070 -2.38344 -4.14247 0.0 0.0 0.0
C 3.68872 -1.33151 -4.09106 0.0 0.0 0.0
C 3.00898 -1.05838 -2.91206 0.0 0.0 0.0
C 3.47329 -1.76257 1.07297 0.0 0.0 0.0
C 3.10040 -2.45550 2.21888 0.0 0.0 0.0
C 3.98651 -2.58336 3.27967 0.0 0.0 0.0
C 5.24611 -2.00973 3.20615 0.0 0.0 0.0
C 5.62515 -1.31223 2.06618 0.0 0.0 0.0
C 4.74568 -1.19579 1.00330 0.0 0.0 0.0
C 3.26967 1.70925 1.43978 0.0 0.0 0.0
C 2.86763 1.06415 2.60881 0.0 0.0 0.0
C 3.66631 1.10010 3.73704 0.0 0.0 0.0
C 4.87470 1.78773 3.71121 0.0 0.0 0.0
C 5.27530 2.43885 2.55622 0.0 0.0 0.0
C 4.47429 2.40200 1.42117 0.0 0.0 0.0
C 3.06905 2.37045 -1.35674 0.0 0.0 0.0
C 2.61406 3.50455 -2.01902 0.0 0.0 0.0
C 3.31820 4.00555 -3.10640 0.0 0.0 0.0
C 4.47714 3.37707 -3.53531 0.0 0.0 0.0
C 4.93720 2.24274 -2.87704 0.0 0.0 0.0
C 4.23458 1.74301 -1.79369 0.0 0.0 0.0
H 4.30215 -3.51409 -0.96373 0.0 0.0 0.0
H 5.51086 -3.99408 -3.05959 0.0 0.0 0.0
H 5.12260 -2.59602 -5.06118 0.0 0.0 0.0
H 3.51482 -0.71844 -4.96609 0.0 0.0 0.0
H 2.30640 -0.23498 -2.86034 0.0 0.0 0.0
H 2.11777 -2.90540 2.27682 0.1 0.0 0.0
H 3.68814 -3.13229 4.16379 0.0 0.0 0.0
H 5.93515 -2.10495 4.03589 0.0 0.0 0.0
H 6.60716 -0.86128 2.00408 0.0 0.0 0.0
H 5.05917 -0.66817 0.11075 0.0 0.0 0.0
H 1.92362 0.53222 2.62662 0.0 0.0 0.0
H 3.35009 0.58962 4.63769 0.0 0.0 0.0
H 5.49991 1.81663 4.59473 0.0 0.0 0.0
H 6.21101 2.98301 2.53471 0.0 0.0 0.0
H 4.79158 2.92099 0.52614 0.0 0.0 0.0
H 1.70477 3.98397 -1.67892 0.0 0.0 0.0
H 2.95755 4.88808 -3.61877 0.0 0.0 0.0
H 5.02361 3.76848 -4.38398 0.0 0.0 0.0
H 5.83835 1.74468 -3.21151 0.0 0.0 0.0
H 4.59470 0.85485 -1.28884 0.0 0.0 0.0
O -1.80885 1.03732 -1.22575 -0.1 -0.1 0.1
Si -3.23771 1.50053 -0.60056 0.0 0.0 0.0
C -4.70588 0.91194 -1.62114 0.0 0.0 0.0
C -5.25609 1.77685 -2.57175 0.0 0.0 0.0
C -6.30271 1.38056 -3.39331 0.0 0.0 0.0
C -6.83060 0.10307 -3.27685 0.0 0.0 0.0
C -6.30515 -0.77337 -2.33738 0.0 0.0 0.0
C -5.25600 -0.36954 -1.52404 0.0 0.0 0.0
C -3.35845 0.77124 1.15618 0.0 0.0 0.0
C -4.45419 0.07958 1.67153 0.0 0.0 0.0
C -4.39225 -0.56984 2.90123 0.0 0.0 0.0
C -3.22543 -0.54702 3.65185 0.0 0.0 0.0
C -2.13227 0.17426 3.18857 -0.1 0.0 0.0
C -2.21095 0.83670 1.96746 -0.1 0.0 0.1
C -3.32444 3.36493 -0.50108 0.0 0.0 0.0
C -4.35979 4.00033 0.18855 0.0 0.0 0.0
C -4.43147 5.38306 0.25634 0.0 0.0 0.0
C -3.46060 6.15658 -0.36847 0.0 0.0 0.0
C -2.42402 5.54278 -1.05595 0.0 0.0 0.0
C -2.35792 4.15637 -1.12058 0.0 0.0 0.0
H -4.86224 2.78276 -2.66850 0.0 0.0 0.0
H -6.70888 2.07133 -4.12166 0.0 0.0 0.0
H -7.65082 -0.20739 -3.91196 0.0 0.0 0.0
H -6.71586 -1.77058 -2.23306 0.0 0.0 0.0
H -4.86786 -1.07307 -0.79692 0.0 0.0 0.0
H -5.37706 0.03364 1.10681 0.0 0.0 0.0
H -5.25662 -1.11280 3.26367 0.0 0.0 0.0
H -3.17186 -1.07347 4.59604 0.0 0.0 0.0
H -1.23071 0.24597 3.78484 0.0 0.0 0.0
H -1.38806 1.49525 1.69184 0.0 0.0 0.0
H -5.12282 3.40648 0.68365 0.0 0.0 0.0
H -5.24006 5.85953 0.79681 0.0 0.0 0.0
H -3.51171 7.23697 -0.31401 0.0 0.0 0.0
H -1.66226 6.14392 -1.53718 0.0 0.0 0.0
H -1.54006 3.67483 -1.64377 0.0 0.0 0.0
O -0.45000 -3.56880 2.85429 -0.1 0.0 0.0
C -1.08104 -4.73076 2.36044 0.0 0.0 0.0
N -2.50187 -4.76697 2.62780 0.0 0.1 0.0
C -3.51948 -4.40847 1.79267 0.0 0.1 0.1
O -4.68058 -4.68049 2.02770 0.0 0.0 0.0
C -3.14471 -3.61880 0.57386 0.0 0.0 0.0
C -3.56365 -4.00171 -0.69516 0.0 0.0 0.0
C -3.20996 -3.21904 -1.77950 0.0 0.0 0.0
C -2.46720 -2.06934 -1.56047 0.0 0.0 0.0
N -2.09161 -1.69100 -0.34119 0.0 0.0 0.1
C -2.42593 -2.44555 0.70393 0.0 -0.1 0.0
H 0.02076 -3.14548 2.11619 -0.1 0.0 -0.1
H -0.64940 -5.60060 2.85710 0.0 0.0 0.0
H -0.91268 -4.83099 1.28669 0.0 0.0 0.0
H -2.81322 -5.22042 3.47276 0.0 0.0 0.0
H -4.15463 -4.90050 -0.81805 0.0 0.0 0.0
H -3.50700 -3.48289 -2.78456 0.0 0.0 0.0
H -2.17381 -1.41569 -2.37272 0.0 0.0 0.0
H -2.09833 -2.10463 1.67691 0.0 0.0 0.0
```
Positions in Å, forces in eV/Å.

Results
2S+1: 6
Total charge: 0
Energy relative to the best compared isomer or geometry (same formula, charge and spin): 0.0000 eV
<S²>: 8.7657

***

Computed, not measured: 5 unconnected molecules or ions with the total composition C3H16NO3S in a non-equilibrium geometry, with ωB97M-V/def2-TZVPD.

```
24
Properties=species:S:1:pos:R:3:forces:R:3
C 3.65580 -0.05665 0.31928 -1.0 0.9 -0.2
C 2.12274 -0.19333 0.28302 0.3 0.5 1.0
C 1.52804 0.08749 -1.07080 0.1 0.1 -0.6
S -0.18317 -0.51053 -1.19884 0.8 0.2 -0.2
N 1.56485 0.76409 1.25516 -0.3 -0.1 -0.5
H 3.96387 -0.32748 1.32633 0.5 -0.7 -0.3
H 4.07955 -0.55837 -0.54680 0.5 -0.6 0.5
H 3.96380 0.98990 0.22857 -0.3 0.1 -0.1
H 1.84414 -1.22085 0.54771 0.2 -0.1 -0.1
H 2.13095 -0.39872 -1.85181 -0.4 -0.5 0.1
H 1.65548 1.13387 -1.37069 -0.5 0.1 0.4
H -3.37575 -5.01484 -1.13246 -0.1 -0.4 0.4
H -3.50002 -5.55189 -0.60995 0.1 0.4 -0.4
H 1.93007 0.57990 2.18152 -0.1 -0.1 0.0
H 0.54960 0.64992 1.30709 0.3 0.0 0.2
H -3.03808 1.03485 0.10284 0.0 0.0 0.3
H -4.10202 0.50572 1.07405 -0.7 -0.1 0.0
O -3.16872 0.64337 0.98796 0.8 0.1 -0.4
H -1.80970 -0.87866 2.39614 -0.2 0.2 0.4
H -1.14830 -1.11931 1.11837 0.3 -0.1 -0.3
O -0.96171 -1.17398 2.05968 -0.1 -0.1 0.0
H -2.24320 2.35207 -2.29238 -0.2 -0.1 0.5
H -1.52512 1.15375 -1.71375 0.0 -0.1 0.1
O -2.21796 1.79615 -1.49528 0.0 0.4 -0.7
```
Positions in Å, forces in eV/Å.

Results
2S+1: 2
Total charge: 0
Energy relative to the best compared isomer or geometry (same formula, charge and spin): 0.0000 eV
<S²>: 0.7528

***

Computed, not measured: a single C20H23ClN6OS molecule in a non-equilibrium geometry, with ωB97M-V/def2-TZVPD.

```
52
Properties=species:S:1:pos:R:3:forces:R:3
C 2.42524 2.78882 -2.99858 -0.1 0.1 0.1
C 1.84161 3.24238 -1.66729 0.2 -0.2 0.1
C 1.96707 2.14231 -0.59886 0.0 0.3 -0.1
C 1.06805 1.00132 -0.94102 0.3 -0.2 0.0
N -0.10484 1.08544 -1.51003 0.3 1.1 -0.1
N -0.60213 -0.14734 -1.64946 -0.5 -0.9 -0.2
C 0.27779 -0.98170 -1.17690 0.2 -0.6 0.0
S 0.06798 -2.71763 -1.06806 -0.2 0.0 0.1
C -0.08296 -2.83177 0.76132 0.3 0.0 -0.3
C -0.72948 -1.56477 1.29738 -0.1 -0.5 0.0
O -0.16528 -0.85705 2.10062 0.1 0.2 0.2
N -1.95526 -1.33342 0.76283 -0.5 -0.3 -0.1
C -2.70253 -0.16543 0.83372 -0.2 0.4 0.1
C -2.38888 0.92359 1.63999 0.0 0.0 0.0
C -3.20184 2.04650 1.60329 -0.1 -0.1 -0.1
C -4.30754 2.04549 0.77203 0.1 0.2 0.2
N -4.62073 1.01175 0.00575 -0.1 -0.3 -0.2
C -3.84854 -0.04318 0.03280 0.1 0.4 0.3
Cl -4.30937 -1.34881 -0.99839 -0.1 -0.4 -0.2
N 1.37574 -0.30948 -0.70738 -0.7 0.4 -0.4
C 2.50714 -0.85487 -0.07119 0.6 -0.2 0.3
C 3.22917 -1.86208 -0.69947 0.0 0.1 0.0
C 4.32353 -2.41097 -0.05542 0.0 -0.1 0.0
C 4.69408 -1.95577 1.19930 0.0 0.0 0.1
C 3.96923 -0.94859 1.81619 0.1 0.0 0.0
C 2.86964 -0.39269 1.18792 -0.1 -0.1 -0.1
N 1.68281 2.55096 0.77589 0.1 0.0 0.1
C 2.74386 3.32747 1.37975 -0.1 -0.1 0.0
C 0.39197 3.18626 0.94849 0.0 -0.1 0.0
H 3.47469 2.51860 -2.89055 0.1 0.0 0.0
H 2.34977 3.58558 -3.73428 0.0 0.0 -0.1
H 1.88061 1.92631 -3.37494 0.0 -0.1 -0.1
H 0.78792 3.48671 -1.79826 0.0 0.1 0.1
H 2.37218 4.13134 -1.32050 -0.1 0.0 0.1
H 2.99818 1.76204 -0.59893 -0.1 0.1 0.0
H 0.90670 -2.95496 1.20216 -0.2 0.1 0.1
H -0.69239 -3.71287 0.95759 0.0 0.0 0.0
H -2.29948 -1.97943 0.05599 0.3 0.1 0.2
H -1.51723 0.88274 2.27250 0.0 0.0 0.0
H -2.97207 2.90502 2.21360 0.0 0.1 0.1
H -4.97736 2.89036 0.70378 0.0 0.1 0.1
H 2.93378 -2.20852 -1.67867 0.0 0.0 0.0
H 4.88714 -3.19509 -0.53773 0.1 -0.1 0.0
H 5.54870 -2.38852 1.69727 0.1 0.0 0.0
H 4.25547 -0.59732 2.79579 0.0 0.0 0.1
H 2.28004 0.37993 1.65630 -0.1 0.1 0.0
H 3.68994 2.79841 1.27028 0.1 0.0 0.0
H 2.52704 3.43380 2.44247 0.1 0.1 0.1
H 2.84952 4.33442 0.95017 0.0 0.0 0.0
H 0.38032 4.23036 0.60664 0.0 0.0 0.0
H -0.36265 2.62950 0.39739 -0.1 0.1 0.0
H 0.14121 3.16760 2.00941 -0.1 0.1 0.0
```
Positions in Å, forces in eV/Å.

Results
SMILES: CC[C@H](c1nnc(SCC(=O)Nc2cccnc2Cl)n1-c1ccccc1)N(C)C
Total charge: 0
Energy relative to the best compared isomer or geometry (same formula, charge and spin): 0.0000 eV

***

Computed, not measured: 2 unconnected molecules or ions with the total composition C4H13NOS2 in a non-equilibrium geometry, with ωB97M-V/def2-TZVPD.

```
21
Properties=species:S:1:pos:R:3:forces:R:3
C -2.40459 -2.84166 -1.13288 0.4 -0.4 0.2
C -2.30297 -1.33417 -1.38789 -0.6 -0.6 -0.1
N -0.99933 -0.99432 -1.94126 -0.7 0.9 0.4
C -0.30822 0.07727 -1.23224 0.7 -0.9 0.0
C 0.39552 -0.32477 0.07912 -0.2 -0.7 1.1
S 1.81633 0.76669 0.38286 0.0 0.1 -0.8
S 3.22220 -0.30747 1.42614 0.2 -0.2 1.1
H -2.80824 -3.44092 -1.94979 -0.3 0.4 -0.1
H -2.95779 -3.08672 -0.23230 -0.2 0.0 0.1
H -1.40223 -3.26398 -1.00906 0.0 0.1 0.3
H -2.53953 -0.74201 -0.50026 0.4 -0.2 0.4
H -3.13129 -1.07018 -2.04405 0.1 0.2 -0.5
H -0.43375 -1.81421 -1.93760 0.5 -0.5 -0.1
H 0.49719 0.38928 -1.89680 -0.3 0.7 0.0
H -1.03471 0.83779 -0.96079 0.2 0.4 -0.6
H -0.27491 -0.31998 0.93973 -0.2 0.3 0.0
H 0.77242 -1.34942 0.11042 0.1 0.0 -0.6
H 3.17429 -1.59078 1.01701 -0.2 0.3 -0.6
O -3.63231 3.98150 1.52504 -0.1 -0.3 0.6
H -3.83568 4.31980 2.40595 0.0 0.4 -0.2
H -3.64101 3.03413 1.70845 0.1 0.0 -0.4
```
Positions in Å, forces in eV/Å.

Results
SMILES: CCNCCSS.O
Total charge: 0
Energy relative to the best compared isomer or geometry (same formula, charge and spin): 1.5293 eV

***

We obtain energy values of -4129.90887 -802.47538 -2038.10231 -1086.52510 a.u. for the records listed above, in that order.